No. 1
Entry from the Open Molecules 2025 dataset: a 8-piece molecular cluster, C36H59F5N2O18 overall at a distorted geometry (wB97M-V/def2-TZVPD).

Structure (XYZ):
```
120
Properties=species:S:1:pos:R:3
C 0.160 3.591 0.310
C -0.749 4.414 -0.603
C -1.329 3.408 -1.605
C -2.472 3.967 -2.399
C -3.617 4.328 -1.461
C -3.131 5.431 -0.489
N -1.860 5.033 0.149
O -1.352 5.990 1.048
C -3.194 6.813 -1.147
C -4.151 5.383 0.677
C 0.119 5.466 -1.300
H 0.685 4.250 1.010
H 0.992 3.047 -0.145
H -0.362 2.850 0.922
H -0.511 3.148 -2.279
H -1.601 2.512 -1.043
H -2.812 3.347 -3.228
H -2.178 4.891 -2.914
H -4.084 3.494 -0.941
H -4.322 4.837 -2.119
H -3.479 7.607 -0.454
H -2.202 7.142 -1.472
H -3.824 6.794 -2.031
H -4.360 4.368 0.990
H -3.809 5.989 1.517
H -5.143 5.779 0.429
H 0.811 4.941 -1.962
H 0.724 6.056 -0.608
H -0.418 6.232 -1.861
H -1.453 6.863 0.632
C 3.119 -0.766 1.720
C 4.504 -1.372 1.450
C 5.535 -0.781 2.400
C 5.421 -1.278 3.830
C 5.371 -2.804 3.879
C 4.568 -3.559 2.771
N 4.625 -2.827 1.512
O 3.993 -3.518 0.455
C 5.219 -4.919 2.615
C 3.125 -3.749 3.290
C 4.943 -0.916 0.051
H 2.421 -1.381 1.126
H 2.999 0.226 1.294
H 2.736 -1.080 2.690
H 6.552 -1.002 2.035
H 5.641 0.305 2.304
H 4.574 -0.694 4.221
H 6.188 -0.826 4.466
H 4.968 -3.118 4.843
H 6.388 -3.200 3.852
H 5.412 -5.526 3.499
H 4.584 -5.602 2.032
H 6.102 -4.850 1.973
H 2.787 -2.806 3.716
H 2.498 -4.106 2.472
H 3.108 -4.504 4.079
H 5.068 0.164 -0.008
H 4.157 -1.173 -0.667
H 5.866 -1.416 -0.250
H 4.607 -3.399 -0.279
C -0.542 -0.415 -0.059
C 0.327 -0.930 -1.189
O 0.918 -0.167 -1.918
C 0.657 -2.400 -1.242
H -1.142 -1.230 0.345
H -1.251 0.307 -0.465
H 0.079 0.093 0.679
H -0.172 -3.001 -0.864
H 1.504 -2.665 -0.598
H 0.993 -2.683 -2.238
C -2.964 0.771 2.056
C -3.651 1.915 2.873
O -5.009 1.677 2.605
C -5.127 0.926 1.496
O -6.130 0.532 0.996
O -3.902 0.740 0.967
F -3.293 3.149 2.471
H -2.867 -0.172 2.592
H -2.019 1.093 1.628
H -3.457 1.802 3.940
C 0.266 -6.159 -1.466
C 0.610 -7.471 -2.199
O -0.481 -7.600 -3.089
C -0.979 -6.389 -3.358
O -1.798 -6.131 -4.169
O -0.549 -5.481 -2.450
F 0.701 -8.595 -1.468
H 1.176 -5.573 -1.355
H -0.254 -6.243 -0.513
H 1.528 -7.326 -2.779
C 1.966 2.789 -4.043
C 2.523 1.399 -4.064
O 3.494 1.417 -3.071
C 3.667 2.665 -2.604
O 4.355 2.940 -1.679
O 2.958 3.553 -3.322
F 3.056 1.079 -5.284
H 1.050 2.886 -3.462
H 1.698 3.102 -5.052
H 1.714 0.708 -3.830
C -6.026 0.554 -3.366
C -4.999 1.443 -4.091
O -3.762 0.929 -3.677
C -3.917 -0.062 -2.791
O -3.048 -0.555 -2.149
O -5.206 -0.415 -2.723
F -5.068 2.745 -3.716
H -6.726 0.064 -4.041
H -6.668 1.126 -2.695
H -5.138 1.332 -5.168
C -1.906 -4.450 4.276
C -1.411 -3.085 3.861
O -1.836 -3.050 2.523
C -1.987 -4.335 2.053
O -2.210 -4.592 0.916
O -1.755 -5.178 3.048
F -0.037 -3.100 3.878
H -2.965 -4.570 4.516
H -1.367 -4.961 5.071
H -1.774 -2.253 4.461
```

Results
- 2S+1: 1
- E_LUMO: 0.02 eV
- Gap between HOMO and LUMO: 8.2 eV

Results of the Löwdin charge analysis, in e, for atoms 1 through 6:
1. C -0.028
2. C -0.496
3. C -0.126
4. C -0.171
5. C -0.127
6. C -0.485

No. 2
Entry from the Open Molecules 2025 dataset: C36H59N3O4Ta as an isolated structure at a distorted geometry (wB97M-V/def2-TZVPD).

Structure (XYZ):
```
103
Properties=species:S:1:pos:R:3
Ta -1.466 0.778 -0.251
C -4.742 0.193 -0.023
N -3.467 -0.346 -0.573
C -3.753 -0.500 -2.058
C -3.401 -1.630 0.197
C -2.079 -2.423 -0.043
N -0.952 -1.500 -0.563
C -0.569 -2.010 -1.966
C 0.489 -1.155 -2.588
C 1.558 -1.842 -3.160
C 2.584 -1.167 -3.775
C 2.505 0.245 -3.832
C 1.386 0.937 -3.383
C 0.470 0.246 -2.587
O -0.548 0.924 -1.945
C 1.181 2.377 -3.835
C 1.428 2.392 -5.353
C 2.100 3.360 -3.066
C -0.257 2.866 -3.649
C 3.724 -1.949 -4.392
C 4.381 -1.183 -5.537
C 4.739 -2.281 -3.205
C 3.251 -3.294 -4.957
C 0.247 -1.906 0.361
C 0.048 -1.509 1.840
C 0.059 -2.411 2.916
C 0.217 -1.886 4.266
C 0.160 -0.513 4.389
C 0.133 0.431 3.332
C 0.041 -0.096 2.089
O -0.027 0.721 0.992
C 0.185 1.911 3.696
C 0.704 2.853 2.589
C 1.162 2.123 4.836
C -1.185 2.389 4.192
C 0.409 -2.793 5.498
C 1.451 -2.054 6.425
C -0.958 -3.035 6.181
C 1.067 -4.078 5.055
H -5.508 -0.615 -0.056
H -5.050 1.033 -0.645
H -4.659 0.357 1.060
H -2.828 -0.522 -2.583
H -4.351 0.353 -2.373
H -4.319 -1.421 -2.225
H -4.262 -2.278 -0.105
H -3.571 -1.429 1.260
H -2.231 -3.248 -0.756
H -1.733 -2.901 0.873
H -1.486 -2.083 -2.564
H -0.147 -3.008 -1.860
H 1.561 -2.957 -3.075
H 3.336 0.814 -4.203
H 2.470 2.200 -5.664
H 1.154 3.373 -5.774
H 0.803 1.634 -5.921
H 3.187 3.104 -3.200
H 1.871 3.349 -1.988
H 1.985 4.375 -3.461
H -0.988 2.244 -4.194
H -0.324 3.891 -4.074
H -0.548 2.927 -2.597
H 5.071 -0.376 -5.192
H 3.566 -0.683 -6.124
H 4.955 -1.842 -6.191
H 5.168 -1.352 -2.764
H 5.545 -2.937 -3.607
H 4.223 -2.804 -2.368
H 2.464 -3.173 -5.711
H 2.913 -4.039 -4.185
H 4.146 -3.743 -5.454
H 1.118 -1.356 -0.039
H 0.462 -2.961 0.283
H -0.069 -3.491 2.734
H 0.128 -0.069 5.381
H 1.585 2.401 2.062
H 0.974 3.831 3.024
H -0.063 3.073 1.851
H 2.080 1.485 4.714
H 0.696 1.886 5.852
H 1.514 3.160 4.895
H -1.937 2.297 3.397
H -1.027 3.446 4.454
H -1.524 1.796 5.076
H 1.085 -1.035 6.735
H 2.379 -1.974 5.863
H 1.643 -2.615 7.378
H -1.449 -2.070 6.444
H -0.828 -3.703 7.101
H -1.578 -3.581 5.441
H 1.909 -3.912 4.368
H 0.389 -4.854 4.600
H 1.485 -4.523 5.965
N -3.686 5.099 0.651
C -3.379 4.219 -0.526
C -3.069 2.768 -0.245
O -2.858 2.002 -1.317
O -2.646 2.225 0.859
H -4.662 5.399 0.674
H -3.106 5.970 0.687
H -3.507 4.668 1.545
H -2.518 4.691 -1.035
H -4.229 4.297 -1.265
```

Results
- Total charge: +3
- 2S+1: 1
- E_LUMO: -10.09 eV
- Gap between HOMO and LUMO: 5.4 eV

Results of the Löwdin charge analysis, in e, for atoms 1 through 6:
1. Ta 2.089
2. C -0.073
3. N -0.345
4. C -0.004
5. C -0.147
6. C -0.091

No. 3
Entry from the Open Molecules 2025 dataset: C36H59N6O4S2SiTi as an isolated structure (wB97M-V/def2-TZVPD).

Structure (XYZ):
```
109
Properties=species:S:1:pos:R:3
Ti -1.228 0.545 1.044
C -1.348 -1.771 -4.331
C -0.629 -0.463 -4.071
C 0.720 -0.397 -4.763
C -1.485 0.733 -4.436
O -0.416 -0.374 -2.587
Si 0.895 -0.994 -1.792
S 0.139 -1.057 0.270
O 1.205 -2.474 -2.242
C 1.564 -3.844 -1.861
C 2.271 -4.428 -3.069
C 0.261 -4.565 -1.560
C 2.466 -3.808 -0.641
O 2.014 0.140 -1.785
C 3.432 0.296 -1.477
C 4.228 -0.549 -2.455
C 3.653 -0.128 -0.034
C 3.717 1.775 -1.666
H -1.514 -1.888 -5.401
H -2.321 -1.788 -3.839
H -0.758 -2.616 -3.986
H 0.565 -0.411 -5.840
H 1.343 -1.255 -4.516
H 1.249 0.519 -4.507
H -1.640 0.749 -5.513
H -0.994 1.667 -4.162
H -2.471 0.675 -3.973
H 1.609 -4.453 -3.932
H 2.591 -5.446 -2.855
H 3.153 -3.840 -3.318
H -0.411 -4.515 -2.415
H -0.229 -4.127 -0.690
H 0.456 -5.614 -1.345
H 3.428 -3.350 -0.868
H 2.655 -4.825 -0.303
H 1.993 -3.267 0.181
H 3.946 -1.597 -2.384
H 5.292 -0.471 -2.239
H 4.063 -0.213 -3.477
H 3.482 -1.196 0.101
H 2.981 0.422 0.629
H 4.679 0.086 0.264
H 3.474 2.086 -2.680
H 4.771 1.980 -1.490
H 3.130 2.370 -0.964
C -2.752 0.956 3.924
N -2.759 0.072 2.727
C -2.618 -1.313 3.269
C -4.118 0.179 2.119
C -4.290 -0.909 1.096
N -3.211 -0.812 0.078
C -3.816 -0.185 -1.114
C -2.822 -2.183 -0.339
H -3.336 0.481 4.718
H -3.237 1.899 3.696
H -1.737 1.107 4.286
H -3.590 -1.654 3.633
H -1.941 -1.293 4.114
H -2.248 -2.010 2.521
H -4.224 1.171 1.675
H -4.870 0.086 2.911
H -5.275 -0.833 0.624
H -4.251 -1.891 1.563
H -4.677 -0.778 -1.442
H -3.099 -0.160 -1.928
H -4.167 0.818 -0.875
H -3.711 -2.736 -0.657
H -2.347 -2.713 0.485
H -2.121 -2.128 -1.171
N 2.018 0.982 3.957
C 2.785 -0.220 3.979
C 4.142 -0.193 4.235
C 4.862 -1.378 4.138
C 4.236 -2.554 3.747
C 2.876 -2.564 3.464
C 2.151 -1.391 3.610
S 0.400 -1.383 3.529
N 0.122 0.176 2.798
C 0.941 1.123 3.153
C 0.825 2.410 2.425
C 1.337 3.617 2.871
C 1.422 4.669 1.971
C 1.046 4.451 0.655
C 0.495 3.229 0.310
N 0.333 2.236 1.189
H 2.566 1.818 4.110
H 4.636 0.730 4.511
H 5.918 -1.375 4.361
H 4.804 -3.469 3.674
H 2.381 -3.479 3.173
H 1.674 3.739 3.891
H 1.812 5.627 2.284
H 1.169 5.215 -0.098
H 0.193 3.024 -0.702
O -1.344 1.172 -0.881
C -2.029 2.291 -1.456
C -2.606 3.101 -0.344
C -3.294 4.275 -0.624
C -3.675 5.093 0.421
C -3.307 4.728 1.711
C -2.642 3.536 1.900
N -2.332 2.689 0.900
H -1.002 0.573 -1.648
H -2.796 1.946 -2.154
H -1.313 2.890 -2.031
H -3.506 4.543 -1.649
H -4.217 6.010 0.236
H -3.531 5.356 2.559
H -2.313 3.260 2.891
```

Results
- Total charge: +3
- 2S+1: 1
- E_LUMO: -9.46 eV
- Gap between HOMO and LUMO: 6.1 eV

Results of the Löwdin charge analysis, in e, for atoms 1 through 6:
1. Ti 0.925
2. C 0.004
3. C -0.555
4. C -0.009
5. C -0.008
6. O -0.189

No. 4
Entry from the Open Molecules 2025 dataset: C36H60As2BaClN4O2PSe2 as an isolated structure at a distorted geometry (wB97M-V/def2-TZVPD).

Structure (XYZ):
```
109
Properties=species:S:1:pos:R:3
Ba 0.360 0.241 -0.822
C 2.529 -1.224 2.124
As 1.920 0.622 1.823
C 3.617 1.568 2.051
C 1.147 0.980 3.602
C 1.668 0.464 4.782
C 1.032 0.678 5.996
C -0.137 1.417 6.040
C -0.661 1.956 4.874
C -0.026 1.746 3.652
As -0.806 2.444 1.982
C -2.268 3.519 2.687
C 0.445 3.924 1.660
H 3.389 -1.233 2.796
H 2.815 -1.612 1.147
H 1.721 -1.809 2.562
H 4.148 1.220 2.936
H 3.405 2.632 2.158
H 4.197 1.396 1.147
H 2.576 -0.125 4.754
H 1.449 0.258 6.901
H -0.645 1.576 6.982
H -1.572 2.537 4.927
H -1.923 4.224 3.445
H -3.045 2.879 3.109
H -2.700 4.071 1.851
H 0.529 4.544 2.553
H 0.076 4.519 0.823
H 1.426 3.529 1.396
Cl -3.687 0.995 -7.472
C -2.936 1.080 -5.899
C -2.775 2.318 -5.274
C -2.183 2.413 -4.038
C -1.707 1.263 -3.361
O -1.132 1.361 -2.206
C -1.886 0.010 -4.011
C -1.476 -1.272 -3.452
O -0.895 -1.455 -2.392
C -2.502 -0.060 -5.273
H -3.120 3.211 -5.777
H -2.053 3.372 -3.555
H -1.722 -2.147 -4.082
H -2.629 -1.022 -5.750
C -1.696 -3.363 2.896
Se -1.130 -1.512 2.923
C -2.901 -0.694 2.896
C -3.799 -1.106 1.728
Se -3.099 -0.602 0.003
C -3.866 1.186 -0.052
H -2.466 -3.541 3.646
H -0.824 -3.962 3.156
H -2.056 -3.686 1.921
H -2.707 0.384 2.857
H -3.389 -0.895 3.853
H -4.793 -0.666 1.842
H -3.946 -2.187 1.706
H -4.949 1.123 -0.131
H -3.456 1.687 -0.926
H -3.572 1.743 0.838
N 2.782 0.109 -0.938
P 3.729 0.219 -2.136
N 3.529 -0.856 -3.437
C 2.237 -0.736 -4.113
C 2.068 -1.798 -5.212
C 3.424 -2.341 -5.635
C 4.084 -3.020 -4.438
C 3.776 -2.262 -3.143
N 3.533 1.674 -2.960
C 3.213 2.875 -2.211
C 1.965 3.581 -2.787
C 1.534 2.944 -4.098
C 2.724 2.758 -5.031
C 3.873 1.983 -4.339
N 5.345 0.028 -1.755
C 6.417 0.244 -2.714
C 7.290 -0.995 -2.863
C 7.830 -1.428 -1.505
C 6.692 -1.623 -0.509
C 5.797 -0.389 -0.445
H 2.146 0.260 -4.548
H 1.419 -0.849 -3.381
H 1.536 -1.357 -6.058
H 1.440 -2.620 -4.855
H 4.042 -1.508 -5.981
H 3.332 -3.031 -6.474
H 5.162 -3.102 -4.586
H 3.701 -4.041 -4.343
H 4.606 -2.343 -2.441
H 2.895 -2.685 -2.631
H 4.082 3.550 -2.238
H 3.058 2.596 -1.167
H 2.188 4.641 -2.949
H 1.138 3.558 -2.072
H 0.754 3.540 -4.577
H 1.075 1.973 -3.892
H 3.087 3.739 -5.352
H 2.410 2.244 -5.941
H 4.796 2.586 -4.369
H 4.090 1.053 -4.866
H 7.047 1.086 -2.376
H 5.995 0.540 -3.667
H 8.108 -0.797 -3.561
H 6.687 -1.798 -3.296
H 8.505 -0.652 -1.128
H 8.429 -2.336 -1.597
H 7.086 -1.829 0.488
H 6.097 -2.493 -0.797
H 6.369 0.435 0.015
H 4.914 -0.560 0.173
```

Results
- 2S+1: 1
- E_LUMO: 0.28 eV
- Gap between HOMO and LUMO: 7.4 eV

Results of the Löwdin charge analysis, in e, for atoms 1 through 6:
1. Ba 1.561
2. C -0.303
3. As 0.973
4. C -0.285
5. C -0.461
6. C -0.115

Number 1: calculated total energy -91708.4912 eV, HOMO energy -0.2995 hartree. Number 2: calculated total energy -52477.2356 eV, HOMO energy -0.5701 hartree. Number 3: calculated total energy -108067.9737 eV, HOMO energy -0.5699 hartree. Number 4: calculated total energy -323238.4096 eV, HOMO energy -0.2627 hartree.